# 1
{
  "formula": "C18H26Cl5N8O3V",
  "method": "the ωB97M-V functional and the def2-TZVPD basis",
  "species": ["V", "Cl", "C", "C", "Cl", "C", "Cl", "C", "O", "C", "Cl", "C", "Cl", "N", "C", "C", "C", "C", "N", "C", "N", "N", "C", "O", "O", "H", "H", "H", "H", "H", "H", "H", "H", "H", "H", "H", "H", "H", "H", "C", "N", "C", "N", "C", "N", "C", "N", "C", "C", "H", "H", "H", "H", "H", "H", "H", "H", "H", "H", "H", "H"],
  "positions_angstrom": [[0.404, 1.230, -0.241], [-6.814, 0.424, 0.576], [-5.164, 0.798, 0.354], [-4.200, -0.207, 0.474], [-4.651, -1.820, 0.829], [-2.868, 0.118, 0.287], [-1.589, -1.046, 0.400], [-2.465, 1.421, -0.018], [-1.161, 1.643, -0.177], [-3.433, 2.413, -0.152], [-2.904, 3.993, -0.550], [-4.779, 2.109, 0.043], [-5.949, 3.339, -0.098], [0.667, 1.132, 1.947], [1.587, -0.016, 2.146], [2.270, -0.077, 3.510], [1.412, -0.748, 4.597], [1.671, -2.249, 4.764], [1.350, -3.074, 3.595], [0.139, -3.458, 3.219], [-0.941, -3.062, 3.892], [-0.013, -4.205, 2.120], [2.574, 0.026, 0.954], [3.685, -0.404, 0.996], [1.958, 0.563, -0.087], [1.133, 1.985, 2.250], [-0.167, 1.038, 2.518], [1.005, -0.927, 1.976], [2.519, 0.940, 3.819], [3.222, -0.599, 3.395], [0.352, -0.558, 4.397], [1.633, -0.297, 5.565], [1.132, -2.624, 5.637], [2.730, -2.407, 4.961], [2.131, -3.420, 3.058], [-0.845, -2.591, 4.776], [-1.851, -3.425, 3.658], [0.779, -4.612, 1.651], [-0.920, -4.551, 1.857], [-0.688, 1.545, -3.004], [0.558, 1.138, -2.250], [0.897, -0.265, -2.713], [1.070, -0.333, -4.138], [-0.166, 0.090, -4.801], [-0.507, 1.465, -4.428], [0.595, 2.346, -4.831], [1.838, 1.948, -4.168], [1.674, 2.043, -2.744], [2.160, 0.568, -4.534], [-0.938, 2.571, -2.724], [-1.502, 0.881, -2.705], [0.080, -0.926, -2.411], [1.819, -0.572, -2.222], [-0.979, -0.580, -4.514], [-0.032, 0.037, -5.881], [0.354, 3.376, -4.565], [0.725, 2.282, -5.910], [1.419, 3.072, -2.474], [2.598, 1.753, -2.244], [3.079, 0.263, -4.030], [2.309, 0.504, -5.610]],
  "atomic_forces_ev_per_a": [[1.66, 1.06, -0.17], [0.02, -0.01, 0.01], [-0.02, 0.07, -0.03], [-0.02, 0.04, -0.04], [-0.01, -0.05, 0.03], [0.30, 0.41, -0.08], [-0.11, -0.44, 0.09], [-1.21, -0.44, 0.25], [-5.74, 1.71, 0.26], [0.41, 0.02, 0.01], [-0.03, 0.06, 0.00], [-0.01, -0.11, 0.01], [0.00, 0.00, -0.02], [0.13, -0.18, 0.14], [0.38, 0.08, -0.03], [-0.19, -0.08, 0.00], [0.16, 0.00, -0.20], [-0.15, 0.26, 0.16], [0.18, 0.01, -0.09], [-0.06, -0.02, -0.09], [0.05, 0.00, 0.04], [-0.03, 0.04, 0.01], [0.23, -0.43, 1.24], [-0.19, 0.07, -0.26], [4.34, -1.92, -0.05], [-0.03, 0.03, 0.13], [-0.09, 0.02, -0.05], [-0.11, 0.04, 0.03], [0.05, 0.01, -0.02], [0.01, 0.01, -0.03], [-0.02, -0.01, 0.11], [-0.05, 0.00, 0.02], [0.03, -0.10, -0.03], [0.00, -0.06, 0.04], [-0.02, -0.03, -0.02], [-0.03, -0.01, -0.01], [0.00, 0.01, 0.03], [0.02, 0.00, 0.02], [-0.01, -0.03, 0.01], [-0.16, 0.09, -0.23], [0.17, -0.05, -1.12], [0.05, -0.12, -0.20], [0.03, -0.14, -0.05], [0.05, 0.04, 0.06], [-0.05, 0.03, -0.04], [-0.04, -0.07, 0.06], [0.15, 0.15, -0.05], [0.09, 0.06, -0.22], [-0.12, 0.01, 0.09], [0.02, -0.03, 0.07], [0.05, -0.01, 0.06], [0.00, 0.05, 0.04], [0.00, 0.05, 0.05], [0.00, 0.02, -0.01], [-0.01, -0.01, 0.00], [0.00, -0.01, -0.01], [0.01, 0.01, 0.00], [-0.03, -0.03, 0.04], [-0.03, -0.05, 0.04], [0.01, 0.01, -0.03], [-0.01, 0.00, 0.00]],
  "nbo_charge": [1.435, 0.124, -0.075, -0.080, 0.086, -0.113, 0.028, 0.294, -0.648, -0.099, 0.095, -0.068, 0.132, -0.839, -0.150, -0.434, -0.414, -0.233, -0.560, 0.677, -0.765, -0.764, 0.795, -0.508, -0.729, 0.401, 0.406, 0.210, 0.234, 0.252, 0.189, 0.253, 0.218, 0.246, 0.428, 0.430, 0.432, 0.430, 0.429, -0.067, -0.538, -0.076, -0.444, -0.080, -0.443, -0.081, -0.439, -0.082, -0.080, 0.218, 0.205, 0.203, 0.223, 0.205, 0.224, 0.211, 0.224, 0.210, 0.226, 0.210, 0.225],
  "de_lowest_ev": 1.776,
  "lumo_ha": [-0.2151, -0.2103],
  "multiplicity": 3,
  "s2": 2.012,
  "total_charge": 2,
  "gap_ha": [0.289, 0.295]
}

# 2
{
  "formula": "C18H26Cl6O8",
  "method": "the ωB97M-V functional and the def2-TZVPD basis",
  "species": ["Cl", "C", "Cl", "Cl", "H", "Cl", "C", "Cl", "Cl", "H", "O", "C", "C", "C", "C", "O", "H", "H", "H", "H", "H", "H", "O", "C", "C", "C", "C", "O", "H", "H", "H", "H", "H", "H", "O", "C", "C", "C", "C", "O", "H", "H", "H", "H", "H", "H", "O", "C", "C", "C", "C", "O", "H", "H", "H", "H", "H", "H"],
  "positions_angstrom": [[-6.605, -0.079, -1.236], [-4.890, -0.355, -0.923], [-4.606, -1.763, 0.096], [-3.987, 1.023, -0.337], [-4.483, -0.683, -1.880], [-2.115, -2.754, 3.420], [-1.354, -2.202, 1.870], [0.084, -3.227, 1.565], [-0.824, -0.495, 1.853], [-2.131, -2.273, 1.108], [-1.906, -1.509, -1.411], [-1.235, -1.715, -2.413], [-0.579, -3.021, -2.751], [-0.229, -2.699, -4.246], [-0.236, -1.192, -4.375], [-1.098, -0.795, -3.306], [0.266, -3.186, -2.082], [-1.255, -3.870, -2.654], [0.704, -3.153, -4.580], [-1.049, -3.092, -4.847], [0.750, -0.774, -4.169], [-0.599, -0.921, -5.367], [-1.015, 3.103, -4.051], [-0.431, 2.632, -3.067], [-0.856, 2.626, -1.634], [0.167, 1.680, -1.006], [1.271, 1.566, -2.039], [0.775, 2.106, -3.242], [-0.704, 3.597, -1.164], [-1.881, 2.269, -1.531], [0.562, 2.061, -0.064], [-0.267, 0.724, -0.712], [2.112, 2.132, -1.639], [1.605, 0.550, -2.245], [-1.418, 1.182, 5.604], [-1.005, 1.844, 4.623], [0.435, 1.945, 4.097], [0.360, 3.190, 3.293], [-1.068, 3.262, 2.877], [-1.790, 2.705, 3.904], [1.092, 2.102, 4.952], [0.736, 1.091, 3.491], [0.582, 4.011, 3.976], [1.091, 3.225, 2.485], [-1.290, 4.308, 2.667], [-1.320, 2.676, 1.993], [3.078, 1.130, 1.431], [3.109, -0.071, 1.257], [2.998, -1.187, 2.272], [3.798, -2.255, 1.547], [3.324, -2.031, 0.097], [3.285, -0.602, 0.052], [3.350, -0.971, 3.280], [1.942, -1.454, 2.267], [4.863, -2.098, 1.720], [3.572, -3.270, 1.873], [3.961, -2.549, -0.619], [2.353, -2.493, -0.080]],
  "atomic_forces_ev_per_a": [[0.09, 0.24, 0.39], [0.48, -0.85, -1.00], [-0.42, -0.16, 0.56], [-0.34, 0.20, 0.07], [0.12, 0.53, 0.16], [0.49, 0.68, -0.87], [-0.08, -0.02, 0.69], [-0.72, 0.09, -0.22], [-0.34, -0.51, 0.29], [0.51, -0.29, -0.12], [0.70, -0.12, -0.65], [-1.92, -1.20, 3.29], [0.51, 0.71, -1.56], [0.18, -1.48, 0.37], [0.67, -0.86, 0.29], [0.05, 2.00, -1.63], [0.13, 0.08, -0.13], [-0.05, 0.27, 0.11], [-0.09, 0.03, -0.08], [0.12, -0.14, -0.12], [-0.05, 0.25, -0.25], [-0.15, 0.57, 0.42], [0.82, -1.03, 2.37], [-1.82, 2.15, -3.29], [0.45, -0.69, 0.58], [-0.47, -0.65, 1.06], [0.69, -0.39, 0.97], [0.48, -0.23, -0.16], [-0.43, 0.26, -0.46], [0.09, 0.32, -0.08], [0.10, 0.19, -0.07], [-0.14, -0.13, -0.45], [0.30, 0.09, -0.61], [-0.01, -0.02, 0.14], [1.18, 2.35, -3.66], [-0.91, -1.89, 3.08], [-0.36, -0.36, 0.78], [1.34, 0.58, -0.30], [0.52, 0.85, -2.05], [-0.96, -1.08, 2.30], [0.04, -0.60, -0.05], [-0.10, -0.18, 0.34], [-0.08, 0.32, -0.19], [-0.15, 0.03, -0.10], [-0.74, -0.09, 0.27], [0.32, 0.04, -0.45], [-0.20, -1.10, -0.28], [0.08, 1.59, 1.41], [0.24, -0.09, -0.30], [-0.70, -1.06, 0.09], [0.73, -0.85, 1.40], [-0.06, -0.14, -2.03], [-0.16, 0.34, -0.25], [-0.06, -0.07, 0.33], [0.07, 0.09, -0.45], [-0.05, -0.02, 0.10], [0.45, 1.00, -0.29], [-0.41, 0.47, 0.26]],
  "nbo_charge": [0.025, -0.291, 0.007, 0.036, 0.233, 0.013, -0.247, -0.015, -0.002, 0.261, -0.629, 0.792, -0.523, -0.432, -0.072, -0.463, 0.237, 0.250, 0.225, 0.213, 0.188, 0.214, -0.584, 0.783, -0.534, -0.443, -0.073, -0.475, 0.242, 0.257, 0.217, 0.228, 0.193, 0.180, -0.569, 0.788, -0.528, -0.434, -0.069, -0.480, 0.244, 0.242, 0.206, 0.235, 0.195, 0.168, -0.587, 0.798, -0.539, -0.420, -0.078, -0.490, 0.246, 0.247, 0.217, 0.218, 0.202, 0.180],
  "lumo_ha": 0.0040,
  "multiplicity": 1,
  "smiles": "ClC(Cl)Cl.ClC(Cl)Cl.O=C1CCCO1.O=C1CCCO1.O=C1CCCO1.O=C1CCCO1",
  "gap_ha": 0.372
}

> What is the multiplicity in the first record?

3

> The highest multiplicity belongs to which entry?

C18H26Cl5N8O3V

> What is the multiplicity in the first record?

3

> Which formula does entry 2 have?

C18H26Cl6O8